Below is a cluster of 2 separate species, C2H8NO in total at a distorted geometry, with properties calculated with ωB97M-V/def2-TZVPD.

Each line ends with the natural charge from an NBO analysis.
Cartesian coordinates (Å):
O: 0.513 1.227 -2.542  -1.359
H: 0.704 2.181 -2.457  0.390
C: 0.638 -0.950 1.450  -0.392
N: -0.010 0.117 0.740  -0.683
C: -0.998 0.086 -0.396  -0.427
H: 1.529 -0.429 1.969  0.191
H: -0.111 -1.232 2.195  0.168
H: 0.911 -1.861 0.796  0.151
H: 0.697 0.853 0.438  0.368
H: -1.842 0.760 -0.466  0.175
H: -1.502 -0.930 -0.408  0.132
H: -0.529 0.179 -1.320  0.286

Results
- molecular weight (Da) = 62.1
- HOMO level (eV) = -2.34
- net charge = -1
- LUMO (eV) = 4.18
- orbital gap (eV) = 6.52
- ΔE to the lowest compared entry with this formula, charge and spin (eV) = 1.7686

---

Below is a cluster of 2 separate species, C2H8NO in total at a distorted geometry, with properties calculated with ωB97M-V/def2-TZVPD.

Each line ends with the natural charge from an NBO analysis.
Cartesian coordinates (Å):
O: -0.341 -0.665 3.203  -1.376
H: -0.022 -0.330 4.047  0.391
C: -0.090 0.564 -1.848  -0.605
C: -0.237 -0.229 -0.543  -0.224
N: 0.872 0.043 0.339  -0.902
H: -0.006 1.630 -1.681  0.200
H: -0.927 0.354 -2.521  0.180
H: 0.820 0.247 -2.372  0.188
H: -0.510 -1.289 -0.637  0.173
H: -1.180 0.127 -0.071  0.174
H: 1.174 -0.794 0.847  0.377
H: 0.448 0.342 1.238  0.423

Results
- molecular weight (Da) = 62.1
- HOMO level (eV) = -2.51
- net charge = -1
- LUMO (eV) = 4.11
- orbital gap (eV) = 6.62
- ΔE to the lowest compared entry with this formula, charge and spin (eV) = 0.6600

---

Below is a cluster of 2 separate species, C2H8NO in total at a distorted geometry, with properties calculated with ωB97M-V/def2-TZVPD.

Each line ends with the natural charge from an NBO analysis.
Cartesian coordinates (Å):
O: -0.319 -0.558 3.031  -1.356
H: -0.148 -0.241 3.894  0.394
C: -0.176 0.706 -2.283  -0.623
C: -0.274 -0.154 -1.033  -0.230
N: 0.793 -0.121 0.038  -0.920
H: 0.400 1.506 -1.941  0.200
H: -1.067 1.074 -2.780  0.204
H: 0.480 0.243 -3.095  0.185
H: -0.302 -1.172 -1.513  0.156
H: -1.287 -0.193 -0.480  0.189
H: 0.414 -0.071 1.137  0.475
H: 1.213 0.847 0.163  0.325

Results
- molecular weight (Da) = 62.1
- HOMO level (eV) = -2.53
- net charge = -1
- LUMO (eV) = 3.88
- orbital gap (eV) = 6.41
- ΔE to the lowest compared entry with this formula, charge and spin (eV) = 1.5611

---

Below is a cluster of 2 separate species, C2H8NO in total at a distorted geometry, with properties calculated with ωB97M-V/def2-TZVPD.

Each line ends with the natural charge from an NBO analysis.
Cartesian coordinates (Å):
N: -1.357 -0.021 1.573  -1.336
H: -0.658 -0.806 1.451  0.387
H: -1.090 0.287 2.527  0.336
H: -2.302 -0.112 1.140  0.313
H: -1.053 0.793 0.969  0.381
C: -0.256 0.628 -1.324  -0.565
C: 0.608 -0.338 -0.992  0.113
O: 1.388 -0.215 0.133  -0.725
H: -1.089 0.292 -1.942  0.209
H: -0.170 1.701 -1.241  0.229
H: 0.825 -1.253 -1.540  0.171
H: 2.303 -0.481 -0.027  0.486

Results
- expectation value of S² = 0.7524
- molecular weight (Da) = 62.1
- HOMO level (alpha / beta) (eV) = -3.71 / -9.42
- multiplicity = 2
- LUMO (alpha / beta) (eV) = 0.76 / 0.54
- orbital gap (alpha / beta) (eV) = 4.47 / 9.97
- ΔE to the lowest compared entry with this formula, charge and spin (eV) = 3.1238

---

Below is a cluster of 2 separate species, C2H8NO in total at a distorted geometry, with properties calculated with ωB97M-V/def2-TZVPD.

Each line ends with the natural charge from an NBO analysis.
Cartesian coordinates (Å):
O: 1.278 -2.134 -0.464  -0.960
H: 0.412 -2.519 -0.264  0.498
H: 1.978 -2.785 -0.278  0.522
H: -1.092 2.499 -0.037  0.267
C: -1.367 1.455 0.169  -0.703
C: -0.327 0.331 0.020  0.335
N: 0.944 0.370 0.218  -0.618
H: -2.110 1.140 -0.509  0.253
H: -1.820 1.479 1.128  0.282
H: -0.727 -0.589 -0.314  0.201
H: 1.438 1.320 0.274  0.451
H: 1.395 -0.569 0.058  0.473

Results
- molecular weight (Da) = 62.1
- HOMO level (eV) = -16.95
- net charge = +1
- LUMO (eV) = -4.74
- orbital gap (eV) = 12.20
- ΔE to the lowest compared entry with this formula, charge and spin (eV) = 0.6811

---

Below is a cluster of 2 separate species, C2H8NO in total at a distorted geometry, with properties calculated with ωB97M-V/def2-TZVPD.

Each line ends with the natural charge from an NBO analysis.
Cartesian coordinates (Å):
O: 0.518 2.740 -1.814  -0.950
H: 0.651 3.666 -1.564  0.486
H: 1.102 2.777 -2.505  0.470
H: -1.737 -1.354 1.089  0.252
C: -0.645 -1.705 1.344  -0.732
C: 0.419 -0.851 0.745  0.345
N: 0.007 -0.225 -0.363  -0.607
H: -0.570 -2.737 1.002  0.297
H: -0.680 -1.734 2.462  0.287
H: 1.450 -0.959 1.023  0.251
H: -1.021 -0.088 -0.498  0.438
H: 0.506 0.470 -0.920  0.464

Results
- molecular weight (Da) = 62.1
- HOMO level (eV) = -15.56
- net charge = +1
- LUMO (eV) = -5.52
- orbital gap (eV) = 10.04
- ΔE to the lowest compared entry with this formula, charge and spin (eV) = 1.0961

---

Below is a cluster of 2 separate species, C2H8NO in total at a distorted geometry, with properties calculated with ωB97M-V/def2-TZVPD.

Each line ends with the natural charge from an NBO analysis.
Cartesian coordinates (Å):
O: -0.069 -2.456 1.534  -0.976
H: -0.518 -3.309 1.606  0.522
H: 0.728 -2.456 2.086  0.500
H: -0.017 1.843 -2.325  0.286
C: 0.000 1.768 -1.234  -0.738
C: -0.133 0.390 -0.698  0.337
N: 0.247 0.023 0.474  -0.621
H: -0.925 2.298 -1.020  0.290
H: 0.900 2.286 -0.928  0.260
H: -0.829 -0.236 -1.261  0.229
H: 0.425 0.837 1.042  0.434
H: 0.193 -0.986 0.724  0.478

Results
- molecular weight (Da) = 62.1
- HOMO level (eV) = -16.52
- net charge = +1
- LUMO (eV) = -4.87
- orbital gap (eV) = 11.64
- ΔE to the lowest compared entry with this formula, charge and spin (eV) = 0.6737

---

Below is a cluster of 2 separate species, C2H8NO2 in total, with properties calculated with ωB97M-V/def2-TZVPD.

Each line ends with the natural charge from an NBO analysis.
Cartesian coordinates (Å):
C: -0.094 -2.372 0.871  -0.228
O: -0.110 -1.330 1.801  -0.795
H: 0.760 -2.300 0.187  0.148
H: 0.009 -3.328 1.397  0.135
H: -1.011 -2.409 0.284  0.139
N: -0.423 2.209 -1.514  -0.896
C: 0.551 1.594 -0.561  0.142
O: 0.016 0.685 0.260  -0.976
H: -0.960 1.412 -1.856  0.333
H: -1.090 2.688 -0.912  0.327
H: 1.363 1.182 -1.196  0.072
H: 1.006 2.457 -0.018  0.070
H: -0.017 -0.489 1.256  0.529

Results
- molecular weight (Da) = 78.1
- HOMO level (eV) = -3.24
- net charge = -1
- LUMO (eV) = 4.39
- orbital gap (eV) = 7.62
- ΔE to the lowest compared entry with this formula, charge and spin (eV) = 0.4161

---

Below is a cluster of 2 separate species, C2H8NO2 in total at a distorted geometry, with properties calculated with ωB97M-V/def2-TZVPD.

Each line ends with the natural charge from an NBO analysis.
Cartesian coordinates (Å):
C: 1.456 1.550 1.291  -0.250
O: 0.503 0.579 1.616  -0.740
H: 2.455 1.152 1.090  0.155
H: 1.167 2.201 0.458  0.152
H: 1.658 2.190 2.156  0.177
N: -1.840 -0.539 -1.081  -0.811
C: -0.832 -1.661 -1.069  0.011
O: 0.152 -1.355 -0.214  -0.320
H: -1.631 0.039 -0.270  0.368
H: -1.666 0.030 -1.901  0.354
H: -1.384 -2.575 -0.824  0.192
H: -0.396 -1.646 -2.076  0.231
H: 0.358 0.036 0.823  0.479

Results
- expectation value of S² = 0.7549
- molecular weight (Da) = 78.1
- HOMO level (alpha / beta) (eV) = -9.98 / -9.97
- multiplicity = 2
- LUMO (alpha / beta) (eV) = 0.81 / -2.46
- orbital gap (alpha / beta) (eV) = 10.78 / 7.52
- ΔE to the lowest compared entry with this formula, charge and spin (eV) = 0.6862

---

Below is a cluster of 2 separate species, C2H8NO2 in total at a distorted geometry, with properties calculated with ωB97M-V/def2-TZVPD.

Each line ends with the natural charge from an NBO analysis.
Cartesian coordinates (Å):
C: -1.362 -1.730 -0.103  -0.406
N: -0.350 -1.104 0.818  -0.713
H: -0.821 -2.077 -1.002  0.233
H: -1.797 -2.510 0.423  0.226
H: -2.056 -0.922 -0.409  0.236
H: 0.107 -0.224 0.370  0.483
H: 0.411 -1.800 1.036  0.436
H: -0.841 -0.811 1.707  0.439
O: 0.664 1.183 -0.063  -0.694
C: 1.547 1.886 -0.579  0.701
O: 1.444 3.198 -0.803  -0.613
H: 2.493 1.421 -0.892  0.161
H: 0.560 3.490 -0.503  0.512

Results
- molecular weight (Da) = 78.1
- HOMO level (eV) = -15.73
- net charge = +1
- LUMO (eV) = -3.36
- orbital gap (eV) = 12.38
- ΔE to the lowest compared entry with this formula, charge and spin (eV) = 0.4643

---

Which value of molecular weight does entry 6 give?
62.1 Da